# 1
Below is an isolated ion of composition C2H6N2O3P and charge -1, with properties calculated with wB97M-V/def2-TZVPD.

Its LUMO energy (spin up / spin down) is 0.141 / 0.061 Eh. For the orbital gap (spin up / spin down), the calculation gives 4.058 / 6.356 eV. The value obtained for the relative energy (zero: lowest compared OMol25 entry of this formula, charge and spin) is 0.000 eV. The HOMO energy (spin up / spin down) is -0.0085 / -0.1724 hartree.

Geometry as ORCA input:
```
! RIJCOSX wB97M-V def2-TZVPD def2/J DEFGRID3
* xyz -1 3
H 1.36150 -2.69396 1.64105
P 0.21866 -1.18523 1.89480
H 0.14263 0.51750 -1.53313
H 0.68614 -1.91539 -1.53324
O 0.41722 -2.76587 2.06741
N -0.05434 0.23408 -0.56071
H -1.24107 1.88930 -0.50497
N 0.73935 -1.91158 -0.55138
O 1.44832 -0.59000 2.51208
H 0.29391 2.16184 0.34536
H -0.91444 1.18051 1.09564
C -0.48969 1.40596 0.15845
O -1.16790 -0.78273 2.37401
C 0.32636 -0.90282 0.05433
*
```

***

# 2
Below is C24H29ClIN5O4Pd as an isolated structure, with properties calculated with wB97M-V/def2-TZVPD.

Its LUMO energy (spin up / spin down) is -0.030 / -0.031 Eh. For the orbital gap (spin up / spin down), the calculation gives 6.626 / 6.626 eV. The value obtained for the relative energy (zero: lowest compared OMol25 entry of this formula, charge and spin) is 1.467 eV. The HOMO energy (spin up / spin down) is -0.2740 / -0.2740 hartree.

Geometry as ORCA input:
```
! RIJCOSX wB97M-V def2-TZVPD def2/J DEFGRID3
* xyz 0 1
C -0.27313 -3.92601 2.47756
N -0.37997 1.85345 -0.07577
H -2.00705 -0.76867 -3.55834
C -0.75116 0.25813 4.13160
N -1.13500 3.82154 0.15086
H 4.67911 -1.43539 1.92564
C 0.95514 -4.36279 2.00163
H -0.65639 -4.24902 3.43564
H -1.31504 3.42530 2.90700
H 1.54897 -5.03368 2.60842
H 0.03074 0.21029 -2.64913
C -1.71422 5.36408 2.01396
H 0.41517 -0.35098 5.81148
C 1.40138 -3.96772 0.75114
H 2.63662 -1.22329 5.67667
H -1.70521 -3.22136 -2.28607
C -1.92226 4.98456 0.54559
H -1.73172 0.72316 2.28975
O -0.39127 -0.48756 -2.13175
N 0.11795 3.92451 -0.32256
C -3.33818 -2.28613 1.69626
H -2.40962 2.15836 0.66668
C -0.29956 5.87306 2.27197
H 0.93813 -2.79824 -0.99354
H -2.29755 0.50593 -2.28850
O -2.25434 -2.72866 2.30344
C -1.02716 -3.06099 1.71149
H -1.63069 5.79852 -0.11633
H -1.17262 -1.94657 -0.19072
N -2.65580 -1.39872 -1.66867
C 1.45466 -0.46750 2.54419
H -3.03120 3.75545 2.71733
O -5.17754 1.36957 1.32983
H -2.41521 6.18759 2.18576
H -0.04751 6.71560 1.62590
H -1.60880 0.56754 4.71629
H -2.96472 4.72810 0.35967
C -0.81048 0.35211 2.72357
H 0.43768 5.08708 2.09821
H 4.65060 -1.81073 4.37634
C -0.58098 -2.59231 0.48140
C 0.36188 -0.24246 4.73485
H 2.34656 -4.32426 0.36494
H -0.19915 6.19610 3.30876
C 2.66394 -0.76494 1.85368
C -1.44040 2.53493 0.29850
C 3.76507 -1.43121 3.88382
H -2.09747 4.57194 3.98412
C -2.69543 -2.77555 -2.10574
C 1.48962 -0.61094 3.96132
I 2.86284 -0.36121 -0.19175
H -5.45957 0.62490 0.78279
H -4.25901 -2.74577 2.03687
O -3.74978 1.18562 1.35306
N 0.56871 2.73708 -0.45046
C 3.77825 -1.23272 2.48839
C 0.23551 -0.04020 1.93104
H -3.17130 -3.39401 -1.33301
H -3.28562 -2.91202 -3.02269
C -2.06994 4.21560 2.95407
Cl -3.43774 -0.97894 0.80236
Pd -0.09454 -0.20664 -0.00997
C -2.06445 -0.54249 -2.48509
C 0.62115 -3.10640 -0.00546
C 2.65201 -1.10989 4.59928
*
```

***

# 3
Below is a 3-piece molecular cluster, C11H12ClF16O2S2 overall, with properties calculated with wB97M-V/def2-TZVPD.

Its LUMO energy is -0.223 Eh. For the orbital gap, the calculation gives 6.888 eV. The value obtained for the relative energy (zero: lowest compared OMol25 entry of this formula, charge and spin) is 1.763 eV. The HOMO energy is -0.4757 hartree.

Geometry as ORCA input:
```
! RIJCOSX wB97M-V def2-TZVPD def2/J DEFGRID3
* xyz 1 1
F 3.01806 1.92206 2.87439
F -1.14997 0.86324 -0.12880
F 3.29074 4.45985 2.03636
F 5.42540 1.42398 1.33898
F -3.39416 -1.58632 -3.00332
C 4.16255 1.36223 0.84716
C 3.12670 0.97326 1.90764
F -1.92932 -1.53561 1.29916
H -4.55734 -5.93574 -1.58102
C -1.44707 -0.69050 -2.06265
H -1.10969 -1.14194 -3.00391
H -4.79653 -5.03467 -3.27525
F 5.25677 4.85556 3.93207
O -0.43138 -1.04716 -1.12036
H -7.52205 -6.51245 -2.57598
F 4.88094 5.78316 1.36401
C -0.36327 -0.22815 0.04578
C 5.50026 4.07382 2.84564
F -0.64770 -0.17272 2.41587
C -3.80347 -0.28826 -1.09331
C -2.85035 -1.25205 -1.79014
F -2.73731 -2.42112 -1.10501
H -1.45699 0.38754 -2.26672
S -6.39508 -4.12404 -1.60151
C 4.60333 4.47888 1.68187
F 5.28386 2.79884 3.24258
H 5.82672 3.31542 0.26536
F -5.01342 -0.87570 -0.88917
H 2.13971 0.83465 1.46082
F -3.35557 0.08614 0.12700
H -3.88912 -4.10901 -1.90670
Cl -7.05719 -2.98630 -3.22111
S -7.65550 -5.82686 -1.32936
C -4.72913 -4.89803 -2.10961
O 3.85310 2.59160 0.19279
F 3.47774 -0.18060 2.53596
H 4.61460 4.33485 -0.43812
F 4.19217 0.42018 -0.13359
H -3.97017 0.61002 -1.69279
C 4.79114 3.65140 0.40172
C -0.68292 -0.99530 1.33349
H 0.03036 -1.80655 1.49509
H 6.55717 4.18365 2.59078
F 0.91338 0.23881 0.09391
*
```

***

# 4
Below is C13H14Cl2NO3PPtS2 as an isolated structure, with properties calculated with wB97M-V/def2-TZVPD.

Its LUMO energy (spin up / spin down) is 0.087 / 0.082 Eh. For the orbital gap (spin up / spin down), the calculation gives 6.388 / 6.229 eV. The HOMO energy (spin up / spin down) is -0.1478 / -0.1466 hartree.

Geometry as ORCA input:
```
! RIJCOSX wB97M-V def2-TZVPD def2/J DEFGRID3
* xyz -1 2
O 2.74293 -1.61454 -2.59622
C -1.34840 4.59454 1.44114
H -2.38922 6.11183 2.53104
C -2.06454 5.08020 2.53703
H -1.69021 0.08479 5.46553
H -0.47119 -0.61911 3.37663
C -1.92054 2.93897 3.64060
H 2.50112 -4.01928 -3.69888
H -1.40211 -2.61173 -2.09277
H 0.12290 -2.75635 -4.74841
P 1.51856 -1.48894 -1.46855
C 3.52248 -3.63826 -3.64363
S -0.08087 -1.50592 0.81896
Cl -1.00692 5.66617 0.12044
C -2.09983 2.04081 4.71852
H -1.30000 -3.74602 -4.35856
C -1.22792 2.45612 2.51227
H -1.44547 -1.98417 -4.49924
C -1.57801 0.78128 4.64614
Cl -3.23259 4.94427 4.96722
H -2.63130 2.37328 5.59990
H 4.20377 -4.48555 -3.53583
H 3.74549 -3.12630 -4.58036
C -2.35016 4.28232 3.61290
H 0.09681 -3.50760 -2.33546
O 0.22759 -1.43728 -2.48303
Pt 0.11607 0.70982 0.65788
C -0.48622 -2.64819 -2.68937
H 3.49560 -3.22061 -1.52783
C -0.89386 0.37121 3.48855
O -0.28451 2.76641 0.35886
S 1.73343 0.50208 -0.98762
N -0.75321 1.17677 2.46035
C -0.79795 -2.79511 -4.16497
H 4.66847 -2.26225 -2.43716
C 3.66038 -2.68567 -2.47036
C -0.90061 3.27202 1.36427
*
```

***

# 5
Below is a 2-piece molecular cluster, C3H10N2O2 overall, with properties calculated with wB97M-V/def2-TZVPD.

Its LUMO energy (spin up / spin down) is -0.134 / -0.348 Eh. For the orbital gap (spin up / spin down), the calculation gives 9.564 / 3.757 eV. The value obtained for the relative energy (zero: lowest compared OMol25 entry of this formula, charge and spin) is 2.801 eV. The HOMO energy (spin up / spin down) is -0.4858 / -0.4858 hartree.

Geometry as ORCA input:
```
! RIJCOSX wB97M-V def2-TZVPD def2/J DEFGRID3
* xyz 1 2
H 0.29134 2.60423 -1.47289
H -1.69375 -7.22705 0.46528
O 1.83050 0.03481 -0.82468
N 0.65367 1.67807 -1.75621
H -1.51913 1.28117 -0.53492
C -1.16667 1.65460 0.42056
O -1.28328 -6.72278 -0.26839
H 0.88564 1.78082 2.16877
H -0.40042 -6.51618 0.02000
H 0.98989 1.47143 -2.68613
H -1.36800 2.78186 0.28976
H 0.36160 0.10011 1.09173
C 0.18139 1.06707 0.53121
N 1.12992 2.00431 1.21769
C 0.86476 0.75038 -0.76397
H -1.81299 1.42414 1.25777
H 2.05553 1.83301 0.84442
*
```

***

# 6
Below is a 2-piece molecular cluster, C2HN2O2 overall, with properties calculated with wB97M-V/def2-TZVPD.

Its LUMO energy (spin up / spin down) is 0.143 / 0.143 Eh. For the orbital gap (spin up / spin down), the calculation gives 7.677 / 7.630 eV. The value obtained for the relative energy (zero: lowest compared OMol25 entry of this formula, charge and spin) is 5.881 eV. The HOMO energy (spin up / spin down) is -0.1390 / -0.1370 hartree.

Geometry as ORCA input:
```
! RIJCOSX wB97M-V def2-TZVPD def2/J DEFGRID3
* xyz -1 1
N 0.47260 -1.36504 -0.12129
C 0.07082 -0.00968 -0.12163
N -0.93843 0.68735 -0.01473
H -2.38895 -0.46847 0.07355
O 2.60008 -0.21142 0.17312
O -1.26701 1.88169 -0.00484
C 1.45089 -0.51442 0.01582
*
```

***

What did the first record say?
Below is an isolated ion of composition C2H6N2O3P and charge -1, with properties calculated with wB97M-V/def2-TZVPD.

Its LUMO energy (spin up / spin down) is 0.141 / 0.061 Eh. For the orbital gap (spin up / spin down), the calculation gives 4.058 / 6.356 eV. The value obtained for the relative energy (zero: lowest compared OMol25 entry of this formula, charge and spin) is 0.000 eV. The HOMO energy (spin up / spin down) is -0.0085 / -0.1724 hartree.

Geometry as ORCA input:
```
! RIJCOSX wB97M-V def2-TZVPD def2/J DEFGRID3
* xyz -1 3
H 1.36150 -2.69396 1.64105
P 0.21866 -1.18523 1.89480
H 0.14263 0.51750 -1.53313
H 0.68614 -1.91539 -1.53324
O 0.41722 -2.76587 2.06741
N -0.05434 0.23408 -0.56071
H -1.24107 1.88930 -0.50497
N 0.73935 -1.91158 -0.55138
O 1.44832 -0.59000 2.51208
H 0.29391 2.16184 0.34536
H -0.91444 1.18051 1.09564
C -0.48969 1.40596 0.15845
O -1.16790 -0.78273 2.37401
C 0.32636 -0.90282 0.05433
*
```

***

- Number 4 is which compound?
  C13H14Cl2NO3PPtS2